(1)
ORCA calculation (ωB97M-V/def2-TZVPD) on a 4-piece molecular cluster, C34H53N3O2P overall at a distorted geometry.

Results
2S+1   1
Strongest force on any atom   5.8 eV/A
Charge   -1

Geometry as XYZ:
```
93
C34H53N3O2P (ωB97M-V/def2-TZVPD)
P 1.77083 -0.50536 0.76290
O -1.90039 3.99281 -5.31347
O 2.31900 0.90392 1.74244
N 4.80706 0.89873 2.40626
N 3.37163 -1.30258 0.83744
N 0.22554 3.32416 -4.58958
C 1.35722 1.55400 -1.34775
C -2.45885 -1.98937 -3.06751
C 1.59486 1.83001 -2.93223
C -1.06798 -2.56821 -3.62908
C 7.60766 4.45551 -0.74908
C 5.32302 5.19992 -0.93811
C 1.14528 -1.25859 2.41045
C -1.23194 3.40706 -4.40592
C 3.61027 0.71951 2.26864
C 2.42014 0.46248 -0.75337
C -4.37477 -3.62446 2.50550
C -4.91592 -4.00789 3.72919
C 4.90621 4.11214 -0.17617
C -3.07862 -3.99676 2.17121
C 7.19016 3.36569 0.00978
C -4.16004 -4.76779 4.61712
C -0.41329 0.71661 3.36213
C -6.12691 1.04971 1.18618
C 6.67411 5.37041 -1.22679
C 0.97558 3.28892 -3.29686
C -0.15397 -2.95628 -2.34896
C 5.83850 3.19209 0.29396
C -0.38681 -0.72735 2.66652
C 0.68305 -1.64997 -1.81707
C -4.07365 -0.08404 1.74171
C -2.05566 2.78191 -3.18388
C -3.53078 0.30005 0.51792
C -5.37267 0.28885 2.07446
C -2.85944 -5.13522 4.28405
C -5.58614 1.43068 -0.03817
C 0.96254 -1.90815 -0.26291
C -4.28884 1.05313 -0.37361
C -2.31993 -4.74673 3.06195
C 1.05513 -2.85976 2.49762
H 0.27046 1.23042 -1.21092
H 3.27428 1.16702 -0.39526
H -5.92779 -3.71468 3.99063
H -0.51916 -1.77931 -4.27547
H -1.30516 -5.03005 2.80279
H 1.70370 -0.92080 3.35527
H 5.51190 2.34047 0.88248
H -3.48412 -0.67425 2.43598
H -1.43001 1.01878 3.79826
H 0.63537 -3.70506 -2.74828
H -1.05697 -0.84130 1.75166
H 2.69825 1.74077 -3.23913
H -6.17525 2.02200 -0.73158
H 2.93692 -0.15269 -1.56475
H -1.17079 -3.50130 -4.28837
H 0.39254 2.48580 -5.16586
H -7.13789 1.34564 1.44803
H -2.07985 3.56353 -2.34043
H 3.58646 -1.76877 -0.06701
H -2.26696 -5.72336 4.97716
H -0.72712 -3.48397 -1.51509
H -0.80848 -1.46838 3.45666
H 6.99915 6.21683 -1.82291
H -2.91112 -1.28856 -3.86089
H 0.94396 1.06190 -3.49832
H 3.85300 3.98047 0.05109
H 0.30124 0.64520 4.27267
H -2.65824 -3.70035 1.21565
H 1.63240 -1.65035 -2.47903
H -5.79642 -0.01256 3.02672
H -2.21415 -1.44158 -2.08229
H -4.58319 -5.07159 5.56882
H 1.00248 -3.17380 3.61248
H 0.04047 -3.19197 2.04752
H 1.50981 2.54616 -0.80382
H -3.14980 -2.85858 -2.78932
H -1.57272 1.81504 -2.81091
H -3.14958 2.57857 -3.48576
H 1.56113 -2.90053 -0.22109
H -2.51664 0.01142 0.25907
H 1.85353 -3.43274 1.91801
H 8.66209 4.59134 -0.96907
H -3.86858 1.34679 -1.32976
H -0.00925 -0.75970 -2.04641
H 4.59498 5.91520 -1.30728
H 7.91778 2.65115 0.38024
H 0.00009 1.55996 2.71180
H -0.10893 -2.03849 0.16983
H 3.46170 -2.01298 1.56791
H -4.96410 -3.03394 1.81171
H 0.49759 0.19605 0.66685
H 1.89150 3.98856 -3.42159
H 0.37831 3.70281 -2.40563
```

Results of the Mulliken charge analysis, in e, for atoms 1 through 8:
1 P 1.785
2 O -0.597
3 O -0.591
4 N -0.840
5 N -0.918
6 N -0.322
7 C -0.089
8 C -0.505

***

(2)
ORCA calculation (ωB97M-V/def2-TZVPD) on a 10-piece molecular cluster, C34H53N7O3S3 overall at a distorted geometry.

Results
2S+1   1
Energy relative to the best compared isomer or geometry (same formula, charge and spin)   62.81 kJ/mol
Strongest force on any atom   1.1 eV/A
Charge   0

Geometry as XYZ:
```
100
C34H53N7O3S3 (ωB97M-V/def2-TZVPD)
S -21.58082 4.12114 -2.46205
S -22.94929 2.38018 -6.42639
S -23.17776 1.19784 3.67205
O -20.55291 5.13822 -2.06597
O -23.40344 1.41983 -5.38532
O -21.69872 1.10800 3.66104
N -19.81723 5.68003 1.93138
N -22.13305 7.67399 -2.17429
N -26.86754 3.99452 -3.52065
N -17.53705 8.12599 0.79860
N -19.11727 9.22484 -6.82570
N -16.63971 4.22125 -4.57120
N -23.47335 6.19959 -8.28975
C -26.89848 6.11677 -4.13467
C -20.33998 4.16992 3.47764
C -20.18067 3.50974 2.22853
C -20.25703 8.77367 -6.20012
C -18.75642 7.56362 -0.95388
C -25.30422 6.85610 -7.22570
C -19.54763 8.37848 -0.08797
C -22.79450 4.04736 -1.14234
C -17.45354 2.56871 -5.76241
C -17.93334 4.07313 -4.16029
C -19.85029 4.46845 1.29624
C -20.11715 5.50820 3.25591
C -16.33195 3.31073 -5.54202
C -23.64758 2.68464 4.55477
C -23.97563 8.84064 -2.56378
C -22.62872 4.85591 -3.73136
C -28.07213 5.84684 -3.38390
C -28.00839 4.53650 -2.98259
C -23.58955 1.84190 2.04081
C -24.81603 6.43780 -8.43314
C -22.88765 9.45288 -3.24871
C -21.56812 1.57973 -7.27335
C -18.47135 3.07375 -4.91348
C -21.76214 8.71835 -2.97112
C -24.07453 2.32873 -7.82101
C -26.17377 4.95047 -4.18923
C -18.76700 8.69843 0.98491
C -17.51874 7.45449 -0.38842
C -23.46849 7.74827 -1.90283
C -24.21311 6.85922 -6.31258
C -19.94720 7.52647 -5.72132
C -18.65797 7.16218 -6.19924
C -18.16165 8.24947 -6.86858
C -23.10389 6.44698 -6.99713
H -20.56349 8.67661 -0.28864
H -21.98936 5.41341 -4.40519
H -22.99301 10.35427 -3.83033
H -17.22200 8.44995 -7.35289
H -23.46744 2.51992 5.61526
H -21.97335 0.77793 -7.89119
H -19.10196 7.09457 -1.86062
H -21.16478 9.34340 -6.11097
H -28.84248 6.54075 -3.09086
H -24.65804 1.80048 1.84548
H -21.06596 2.32734 -7.88568
H -23.98665 6.95329 -1.39416
H -16.00927 4.91424 -4.20864
H -24.97778 9.23053 -2.49653
H -22.35790 3.48301 -0.32363
H -20.91585 1.13396 -6.52860
H -19.48206 4.39606 0.28560
H -25.07176 2.63678 -7.51798
H -20.70716 3.73191 4.39032
H -23.03157 1.21982 1.34001
H -25.29696 6.25588 -9.37915
H -20.19484 6.36542 3.90390
H -23.36532 5.48847 -3.23637
H -18.98406 9.28893 1.85892
H -24.08118 1.33210 -8.26118
H -23.14216 2.83389 1.95775
H -23.74028 3.64164 -1.50284
H -23.69872 3.04834 -8.55239
H -24.71436 2.82157 4.36586
H -20.23876 2.46115 1.99146
H -23.08577 3.55171 4.21146
H -28.69100 3.91305 -2.43200
H -16.67435 6.88048 -0.72863
H -17.59265 1.79018 -6.49435
H -22.87090 5.86376 -9.01973
H -26.62289 7.05540 -4.58413
H -23.19822 4.07283 -4.22545
H -19.09383 10.10322 -7.31204
H -25.31963 4.77021 -4.81956
H -19.61102 6.59020 1.54542
H -24.13089 7.23794 -5.30293
H -18.22776 6.17793 -6.10614
H -26.35023 7.05186 -7.05914
H -20.75162 8.87420 -3.30647
H -26.52412 3.05545 -3.41997
H -16.69570 8.32577 1.31111
H -23.01068 5.07894 -0.85650
H -20.56965 6.86075 -5.14671
H -19.47844 2.69146 -4.85072
H -15.33125 3.24933 -5.93252
H -18.29577 4.70423 -3.36594
H -22.07938 6.40268 -6.67594
H -21.52684 6.89093 -1.94783
```

Results of the Mulliken charge analysis, in e, for atoms 1 through 8:
1 S 0.243
2 S 1.034
3 S 0.416
4 O -0.439
5 O -0.720
6 O -0.576
7 N 0.131
8 N 1.509

***

no.,LUMO (eV),total energy (eV),HOMO-LUMO gap (eV)
1,2.43,-53967.6678,7.6185
2,0.34,-85192.6561,8.0417